Entry 1:
16
Properties=species:S:1:pos:R:3:forces:R:3:lowdin_charge:R:1 method="wB97M-V/def2-TZVPD" e_tot_ev=-7389.11576 homo_ev="-7.584 / -6.764"
O 1.563 0.164 1.659 -0.349 0.538 0.375 0.0205
C -0.369 0.786 -0.615 0.178 0.156 0.439 -0.0923
C -1.808 0.352 -0.357 0.056 0.113 -0.358 -0.2032
C -1.144 -0.773 0.390 0.228 -1.079 0.245 -0.1421
C 1.428 -0.611 0.572 1.357 -0.675 0.114 -0.2135
C 0.328 -0.583 -0.286 -1.631 0.644 -0.596 -0.3416
H 0.469 -1.240 -1.147 -0.104 0.092 0.139 0.1396
H 0.794 0.754 1.714 0.220 -0.078 0.078 0.0952
H 2.292 -1.251 0.425 -0.182 0.072 -0.016 0.1180
H -1.084 -0.607 1.468 -0.020 -0.027 -0.152 0.1125
H -2.347 0.040 -1.258 0.096 0.002 0.163 0.1035
H 2.260 0.974 -1.441 -0.205 0.130 -0.105 0.0717
H -1.463 -1.799 0.182 -0.153 0.181 0.128 0.1111
H 1.554 1.196 -1.607 0.407 -0.040 -0.024 0.0417
H -2.442 1.009 0.242 0.152 -0.011 -0.150 0.1019
H -0.029 1.588 0.059 -0.048 -0.018 -0.280 0.0771

Entry 2:
16
Properties=species:S:1:pos:R:3:forces:R:3:lowdin_charge:R:1 method="wB97M-V/def2-TZVPD" e_tot_ev=-7393.58426 smiles=C[C@@H]1[C@H](C)[C@@H]1O homo_ev=-9.499
O -0.925 -0.924 1.453 -0.090 0.215 0.181 -0.0165
C -0.671 -0.919 -1.335 0.010 0.017 -0.035 -0.0669
C 0.390 -0.801 0.991 0.253 -0.092 0.023 -0.3067
C 0.040 1.721 0.224 -0.091 0.000 -0.016 -0.0649
C 0.587 -0.777 -0.500 0.003 -0.115 -0.111 -0.2432
C 0.871 0.462 0.330 0.033 0.088 0.013 -0.2490
H -0.064 2.228 1.192 0.017 -0.093 -0.119 0.0793
H 1.467 -1.282 -0.896 -0.207 0.027 0.093 0.1301
H 0.524 2.428 -0.460 -0.096 -0.107 0.097 0.0795
H -1.259 -0.048 1.669 0.003 -0.056 0.100 0.0889
H -0.960 1.527 -0.174 0.097 0.027 0.089 0.0711
H -0.602 -0.408 -2.300 0.068 -0.059 0.092 0.0774
H 1.926 0.664 0.514 -0.184 -0.084 -0.104 0.1318
H -0.867 -1.982 -1.516 0.076 0.151 -0.056 0.0817
H 1.097 -1.348 1.614 -0.104 0.097 -0.127 0.1403
H -1.552 -0.543 -0.807 0.210 -0.017 -0.117 0.0671

Entry 3:
16
Properties=species:S:1:pos:R:3:forces:R:3:lowdin_charge:R:1 method="wB97M-V/def2-TZVPD" e_tot_ev=-7391.88134 smiles="C=C1O[C@@H]1C.C" homo_ev=-9.056
O -0.294 0.806 -1.324 0.074 0.002 -0.411 0.0532
C 1.597 -0.856 -1.239 -0.165 -0.085 -0.266 0.0486
C -1.925 -0.238 0.305 0.115 -0.071 -0.064 -0.0286
C 0.403 -0.322 -1.085 0.053 -0.374 -0.290 -0.4025
C -1.016 -0.408 -0.894 -0.304 -0.250 -0.103 -0.2136
C 1.013 0.968 1.361 0.054 0.208 0.348 -0.0415
H 1.214 0.152 0.686 0.057 0.149 0.416 -0.0230
H 2.478 -0.277 -1.494 -0.206 -0.085 -0.119 0.0747
H 0.438 0.575 2.199 0.123 0.224 0.164 0.0295
H 1.977 1.359 1.676 -0.041 0.145 0.284 0.0286
H -1.449 -0.980 -1.712 -0.467 0.368 -0.134 0.1404
H 0.447 1.736 0.833 0.134 -0.061 0.189 0.0330
H -2.902 0.088 -0.075 0.207 -0.084 0.128 0.0838
H -1.577 0.511 1.023 0.107 -0.251 -0.265 0.0648
H 1.668 -1.923 -1.083 0.217 0.080 0.189 0.0680
H -2.071 -1.190 0.823 0.042 0.084 -0.066 0.0844

Entry 4:
16
Properties=species:S:1:pos:R:3:forces:R:3:lowdin_charge:R:1 method="wB97M-V/def2-TZVPD" e_tot_ev=-7390.18337 homo_ev="-7.844 / -7.448"
O 0.793 1.062 2.190 -0.670 0.974 -1.728 0.0548
C 1.093 2.385 0.197 -2.860 0.527 -3.635 -0.0831
C -0.886 -0.716 -0.072 3.801 -2.218 -0.572 -0.1927
C -0.911 -1.718 0.973 -2.081 -0.324 2.692 -0.1474
C 0.409 1.517 1.141 0.489 -2.016 2.742 -0.2249
C 0.111 -0.912 -1.175 -0.088 2.992 0.228 -0.1123
H -0.956 -2.757 0.625 0.282 0.094 -0.166 0.0745
H 1.923 2.931 0.466 2.503 0.342 1.094 0.0359
H -1.858 -1.605 1.652 1.606 -0.108 -1.180 0.1078
H -1.630 -0.065 -0.151 -2.941 2.634 -0.617 0.0345
H 0.386 3.280 -0.041 0.659 -1.852 -0.142 0.1151
H 1.031 -1.355 -0.979 1.423 -1.388 1.366 0.0560
H 1.238 1.713 -0.758 -0.189 1.701 1.696 0.1053
H -0.069 -1.610 1.675 0.046 -0.170 -0.200 0.0726
H 0.511 0.025 -1.611 -0.728 0.084 0.155 0.0569
H -0.232 -1.412 -2.014 -1.252 -1.272 -1.735 0.0470

Entry 5:
16
Properties=species:S:1:pos:R:3:forces:R:3:lowdin_charge:R:1 method="wB97M-V/def2-TZVPD" e_tot_ev=-7393.81119 smiles="C=CC[C@H](C)O" homo_ev=-10.053
O -0.925 -0.664 -1.395 0.110 -0.173 -0.052 -0.0487
C -1.556 0.861 0.397 -0.023 -0.042 0.049 -0.0522
C 0.881 0.655 -0.393 -0.009 -0.018 -0.025 -0.1584
C 0.872 -1.550 0.912 0.059 0.125 -0.038 -0.0010
C 1.492 -0.544 0.294 -0.065 -0.161 0.083 -0.1681
C -0.608 0.569 -0.767 0.050 0.325 0.120 -0.4474
H -1.478 1.911 0.704 0.023 -0.165 -0.066 0.0805
H 1.439 -2.360 1.362 -0.038 0.126 -0.076 0.0578
H 1.040 1.539 0.241 -0.034 -0.099 -0.108 0.1212
H 1.459 0.836 -1.308 -0.067 -0.034 0.109 0.1156
H -0.787 1.338 -1.531 0.019 -0.081 0.125 0.1348
H -0.209 -1.611 1.006 0.143 0.026 -0.010 0.0576
H 2.581 -0.577 0.248 -0.143 0.024 0.047 0.0982
H -2.585 0.673 0.076 0.143 0.037 0.054 0.0813
H -0.267 -1.316 -1.121 -0.150 0.033 -0.056 0.0606
H -1.350 0.239 1.275 -0.019 0.077 -0.155 0.0683

Entry 6:
16
Properties=species:S:1:pos:R:3:forces:R:3:lowdin_charge:R:1 method="wB97M-V/def2-TZVPD" e_tot_ev=-7390.86529 smiles="C=C1CC1.[H][H].C=O" homo_ev=-9.882
O 2.551 0.610 1.093 0.024 -0.466 -0.329 -0.0513
C -0.786 -0.124 -0.846 0.116 -0.137 -0.148 -0.3242
C 0.141 -0.808 -1.494 -0.253 0.099 0.022 0.0172
C 2.482 -0.416 0.463 0.080 0.310 0.174 -0.1754
C -1.907 -0.121 0.100 -0.102 -0.182 0.126 -0.1088
C -1.445 1.160 -0.596 0.064 0.208 -0.069 -0.0997
H -1.696 -0.231 1.161 -0.010 0.049 -0.209 0.0686
H 1.927 -1.301 0.828 0.029 0.142 0.032 0.0792
H -2.088 1.577 -1.371 0.135 -0.109 0.135 0.1022
H 2.981 -0.533 -0.519 -0.038 0.042 0.112 0.0805
H -0.052 0.475 2.635 0.040 0.003 0.013 0.0482
H 0.244 -1.883 -1.363 -0.013 0.165 0.009 0.0645
H 0.800 -0.320 -2.209 -0.082 -0.048 0.111 0.0636
H 0.624 0.565 2.332 -0.094 0.009 0.066 0.0344
H -0.922 1.903 0.002 -0.055 -0.134 -0.059 0.0995
H -2.854 -0.551 -0.216 0.159 0.048 0.012 0.1014